Density functional theory data (wB97M-V/def2-TZVPD) for 3 unconnected molecules or ions with the total composition C4H14N2O at a distorted geometry.

Computed properties:
HOMO level in eV: -7.8652
Electronic energy in eV: -9393.7037
Energy above the lowest of the compared OMol25 structures with the same formula, charge and spin in kJ/mol: 955.5
Kohn-Sham gap in eV: 3.78
Molecular weight in g mol⁻¹: 106.17

Positions of all 21 atoms, in Å:
1 N 1.30398 -0.59309 -1.75247
2 C 2.47239 0.20651 0.91515
3 C 1.00652 0.19844 1.30588
4 C 0.14419 0.72127 0.19788
5 C -1.27089 0.09765 0.12882
6 N -2.15025 0.89171 -0.66710
7 H 0.75669 0.30629 -0.81022
8 H 1.51487 -0.27425 -2.61299
9 H 2.86079 1.17332 0.76012
10 H 2.57717 -0.36107 -0.11266
11 H 3.02938 -0.29676 1.62864
12 H 0.64426 -0.86550 1.43882
13 H 0.85580 0.71933 2.28326
14 H 0.06380 1.77464 0.04561
15 H -1.80383 0.18091 1.09221
16 H -1.22466 -1.04870 -0.18138
17 H -3.07242 0.45012 -0.67992
18 H -1.84700 0.71222 -1.68651
19 H -4.28099 -1.59581 0.21748
20 H 1.93777 -1.34506 -1.59452
21 O -3.51758 -1.05219 0.08388

Results of the Löwdin charge analysis, in e, for atoms 1 through 2: atom 1 (N): 0.10, atom 2 (C): -0.10


Density functional theory data (wB97M-V/def2-TZVPD) for a single C22H26N4O6S molecule at a distorted geometry.

Computed properties:
HOMO level in eV: -8.0023
SMILES: CCOc1ccc(OCC)c(NC(=O)C2CCN(S(=O)(=O)c3cccc4nonc34)CC2)c1
Electronic energy in eV: -52313.9636
Energy above the lowest of the compared OMol25 structures with the same formula, charge and spin in kJ/mol: 487.3
Kohn-Sham gap in eV: 7.24
Molecular weight in g mol⁻¹: 474.54

Positions of all 59 atoms, in Å:
1 C 0.85753 5.97240 0.47495
2 C 0.97817 4.45781 0.42509
3 O 1.19976 4.09162 -0.92935
4 C 1.26401 2.77922 -1.25012
5 C 1.39921 2.48061 -2.60453
6 C 1.46641 1.17066 -3.04065
7 C 1.39254 0.12380 -2.13603
8 O 1.40430 -1.21943 -2.44793
9 C 1.78766 -1.62130 -3.74842
10 C 3.27998 -1.44319 -4.00736
11 C 1.25754 0.42097 -0.77002
12 N 1.19298 -0.67299 0.10306
13 C 0.70090 -0.72001 1.36608
14 O 0.29408 0.24703 1.97460
15 C 0.74635 -2.13031 1.95987
16 C 0.21876 -2.12769 3.39972
17 C -1.30343 -2.00040 3.48358
18 N -1.97311 -2.85528 2.51914
19 S -3.25272 -2.21475 1.69366
20 O -3.71036 -3.22662 0.78328
21 O -4.16830 -1.67196 2.64397
22 C -2.64845 -0.84968 0.68112
23 C -2.47628 -1.02431 -0.65872
24 C -2.07220 0.03024 -1.51583
25 C -1.84448 1.29148 -1.05024
26 C -2.00691 1.50561 0.33191
27 N -1.84336 2.57560 1.08847
28 O -2.12470 2.19686 2.32893
29 N -2.46753 0.92460 2.43124
30 C -2.41266 0.43009 1.20929
31 C -1.14959 -3.81713 1.83909
32 C -0.00888 -3.14555 1.06909
33 C 1.20480 1.73430 -0.33177
34 H 1.76625 6.43389 0.09749
35 H 0.69193 6.29278 1.49914
36 H 0.02230 6.29742 -0.13884
37 H 0.05581 3.98995 0.79143
38 H 1.82178 4.12326 1.04368
39 H 1.45087 3.29379 -3.31019
40 H 1.56669 0.98371 -4.09773
41 H 1.19557 -1.09358 -4.50548
42 H 1.52438 -2.68219 -3.78735
43 H 3.52323 -1.80242 -5.00319
44 H 3.56226 -0.39615 -3.92968
45 H 3.85464 -2.00922 -3.27823
46 H 1.44052 -1.54331 -0.34930
47 H 1.80834 -2.40163 1.99720
48 H 0.53804 -3.04796 3.89132
49 H 0.65977 -1.28548 3.93358
50 H -1.63865 -2.27926 4.48932
51 H -1.61190 -0.96796 3.31072
52 H -2.68310 -2.00071 -1.07065
53 H -1.95601 -0.18307 -2.56723
54 H -1.54755 2.10320 -1.69298
55 H -0.75664 -4.52216 2.57748
56 H -1.80513 -4.35819 1.15629
57 H -0.44006 -2.63805 0.20335
58 H 0.66938 -3.91767 0.70194
59 H 1.10527 1.91869 0.72276

Results of the Löwdin charge analysis, in e, for atoms 1 through 2: atom 1 (C): -0.06, atom 2 (C): -0.25


Density functional theory data (wB97M-V/def2-TZVPD) for a single C2HF2P molecule at a distorted geometry.

Computed properties:
HOMO level (alpha / beta) in eV: -9.7932 / -9.0617
SMILES: FC#P=CF
Electronic energy in eV: -16808.3173
Energy above the lowest of the compared OMol25 structures with the same formula, charge and spin in kJ/mol: 402.9
Kohn-Sham gap (alpha / beta) in eV: 9.02 / 7.82
Molecular weight in g mol⁻¹: 94.00

Positions of all 6 atoms, in Å:
1 F 3.10118 -0.46677 0.36189
2 C 1.94433 -0.60274 -0.29018
3 P 0.44371 -1.11101 0.21334
4 C 0.54253 -0.62031 1.90623
5 F -0.23748 0.49328 2.14873
6 H 1.26436 -0.66172 2.76525

Results of the Löwdin charge analysis, in e, for atoms 1 through 2: atom 1 (F): -0.06, atom 2 (C): -0.37


Density functional theory data (wB97M-V/def2-TZVPD) for a molecular structure, C59H78BrClGeKN7O2P2Se2Si2 at a distorted geometry.

Computed properties:
HOMO level in eV: -1.3135
Charge: -2
Electronic energy in eV: -397408.5171
Energy above the lowest of the compared OMol25 structures with the same formula, charge and spin in kJ/mol: 462.1
Kohn-Sham gap in eV: 4.65
Molecular weight in g mol⁻¹: 1420.43

Positions of all 156 atoms, in Å:
1 K 0.67696 -0.69857 0.24677
2 Se -4.56132 -2.62640 -4.98563
3 P -4.65560 -3.11050 -2.93154
4 C -4.55220 -4.89585 -2.58185
5 C -4.48779 -5.31057 -1.25046
6 C -4.52251 -6.65396 -0.94645
7 C -4.60097 -7.59839 -1.95961
8 C -4.64802 -7.18854 -3.28573
9 C -4.63963 -5.84432 -3.59562
10 C -6.29890 -2.69890 -2.25637
11 C -6.53833 -2.56315 -0.89024
12 C -7.82167 -2.32147 -0.44025
13 C -8.87786 -2.22465 -1.33347
14 C -8.64418 -2.37638 -2.69209
15 C -7.36404 -2.61476 -3.14854
16 C -3.42869 -2.34662 -1.88560
17 C -2.02935 -2.45434 -1.75172
18 N -1.67959 -1.62202 -0.76188
19 N -2.76661 -1.04340 -0.32148
20 N -3.82407 -1.44577 -0.97302
21 P -0.71536 -3.44515 -2.44229
22 Se 1.23891 -3.06310 -1.80480
23 C -0.83708 -3.39317 -4.25878
24 C -1.70682 -4.21312 -4.96573
25 C -1.73418 -4.15282 -6.34763
26 C -0.91654 -3.26296 -7.02132
27 C -0.06326 -2.43053 -6.31503
28 C -0.01134 -2.50452 -4.93644
29 C -1.07478 -5.14804 -1.92553
30 C -0.77100 -6.23724 -2.73325
31 C -0.89009 -7.51804 -2.23000
32 C -1.26382 -7.71545 -0.91204
33 C -1.50441 -6.62799 -0.08684
34 C -1.41383 -5.34529 -0.59148
35 H -4.40808 -4.57365 -0.46433
36 H -4.48526 -6.97162 0.08582
37 H -4.63055 -8.65089 -1.71595
38 H -4.70081 -7.92529 -4.07526
39 H -4.70010 -5.50929 -4.62330
40 H -5.71863 -2.60300 -0.19119
41 H -8.00212 -2.20477 0.61954
42 H -9.87863 -2.02593 -0.97352
43 H -9.46324 -2.30650 -3.39510
44 H -7.17342 -2.71839 -4.20835
45 H -2.36304 -4.88862 -4.43417
46 H -2.41892 -4.78471 -6.89468
47 H -0.94628 -3.21665 -8.10106
48 H 0.56203 -1.71951 -6.83611
49 H 0.67312 -1.88159 -4.37523
50 H -0.42901 -6.07181 -3.74529
51 H -0.67192 -8.36480 -2.86704
52 H -1.34525 -8.71983 -0.52038
53 H -1.75218 -6.77869 0.95371
54 H -1.57621 -4.48892 0.05203
55 C 5.97576 1.65186 -1.97973
56 Si 4.38772 0.72998 -1.37132
57 C 4.00736 -0.51752 -2.76906
58 C 5.00980 -0.34119 0.08431
59 C 3.00090 1.97445 -1.14485
60 C 1.93931 1.82045 -2.11702
61 C 1.70158 2.79144 -3.11300
62 C 0.79230 2.54470 -4.11146
63 C 0.05635 1.36232 -4.07652
64 C 0.28325 0.50791 -3.01451
65 N 1.19769 0.69941 -2.08094
66 Si 3.10742 3.57689 -0.28203
67 C 1.49106 4.59878 -0.18464
68 C 2.93917 4.08814 2.54285
69 C 4.43761 4.94810 -0.59134
70 H 6.76159 0.95296 -2.24983
71 H 6.37326 2.28921 -1.19715
72 H 5.77556 2.27828 -2.84449
73 H 4.91413 -1.00278 -3.12540
74 H 3.53078 -0.03835 -3.61935
75 H 3.33891 -1.29843 -2.41557
76 H 5.46561 -1.26302 -0.27111
77 H 4.20879 -0.61830 0.76389
78 H 5.76135 0.18758 0.65899
79 H 2.29770 3.69516 -3.10533
80 H 0.64831 3.25992 -4.91504
81 H -0.67649 1.13111 -4.83366
82 H -0.31446 -0.39002 -2.91073
83 H 0.71939 4.07029 0.36580
84 H 1.11574 4.76439 -1.18745
85 H 1.62035 5.57610 0.27289
86 H 1.88260 4.29330 2.38871
87 H 3.51890 5.00982 2.47679
88 H 3.04804 3.65268 3.53625
89 H 4.13680 5.57245 -1.43090
90 H 5.39212 4.50265 -0.85641
91 H 4.59752 5.60601 0.26155
92 C 0.22481 1.89282 8.12381
93 C -0.44828 0.90191 7.18480
94 C 0.55270 -0.07830 6.59246
95 C -0.07270 -0.95599 5.53262
96 Ge -0.44283 -0.05792 3.73797
97 C -1.51116 1.62326 3.34016
98 C -3.01186 1.41444 3.30022
99 C -3.57950 0.98688 4.64895
100 C -5.03190 0.53877 4.53251
101 H -0.50804 2.55623 8.58460
102 H 0.92982 2.48767 7.55097
103 H 0.77233 1.37919 8.91524
104 H -0.89481 1.44664 6.35242
105 H -1.24143 0.36397 7.71741
106 H 0.98666 -0.69594 7.38646
107 H 1.34476 0.49203 6.11259
108 H -1.01664 -1.38430 5.88351
109 H 0.60875 -1.76862 5.28554
110 H 1.07128 1.76591 4.37056
111 H -1.15244 1.95234 2.36752
112 H -1.22010 2.37501 4.06647
113 H -3.24851 0.65490 2.55226
114 H -3.50768 2.34084 2.98785
115 H -3.49236 1.81541 5.35526
116 H -2.97238 0.16427 5.03224
117 H -5.66462 1.37370 4.23713
118 H -5.40708 0.13867 5.47325
119 H -5.11904 -0.23460 3.77241
120 Cl -0.47309 -2.83426 2.27147
121 C -1.52717 -1.52768 2.79624
122 H -2.25457 -1.97585 3.47181
123 H -2.05284 -1.17761 1.91273
124 C -3.67313 2.03166 -2.29230
125 C -4.51759 3.23253 -1.79955
126 N -3.70881 4.08901 -0.93316
127 C -2.59345 4.62523 -1.70777
128 C -1.78167 3.46579 -2.32842
129 N -2.29574 2.19252 -1.85220
130 C -2.25060 2.17103 -0.39734
131 C -3.17123 3.28207 0.16274
132 H -3.67636 1.95623 -3.38331
133 H -4.05027 1.08967 -1.89075
134 H -5.38753 2.90070 -1.22544
135 H -4.86943 3.84566 -2.63482
136 H -1.97332 5.22399 -1.03736
137 H -3.00479 5.28289 -2.48080
138 H -0.72614 3.52011 -2.05628
139 H -1.85632 3.47146 -3.41781
140 H -1.21036 2.31691 -0.10002
141 H -2.57222 1.18108 -0.07175
142 H -2.63380 3.95419 0.83915
143 H -4.02088 2.85758 0.70242
144 Br 7.10218 1.87733 2.99913
145 C 5.21517 1.93120 2.64557
146 C 4.81389 2.83316 1.71029
147 N 3.40567 3.10795 1.53457
148 C 2.67779 1.87835 1.76978
149 C 3.07991 0.97802 2.69872
150 C 4.37552 1.02825 3.26174
151 C 2.15686 -0.07824 3.14755
152 O 2.45447 -0.87130 4.01135
153 O 0.98155 -0.13265 2.51572
154 H 5.49783 3.44694 1.15611
155 H 1.68399 1.85586 1.36215
156 H 4.69610 0.32483 4.00502

Results of the Löwdin charge analysis, in e, for atoms 1 through 2: atom 1 (K): 0.50, atom 2 (Se): 0.35